# 1
94
Properties=species:S:1:pos:R:3:mulliken_charge:R:1 method="wB97M-V/def2-TZVPD" e_homo_ha=-0.3523 lumo_energy_ev=-8.2 charge=+1
H 2.2815 -2.7455 -2.5370 -0.0619
H -2.7455 -4.8155 3.5914 0.5302
H 5.5195 2.6802 -0.1107 0.2712
C -2.1707 -4.7542 2.6784 -0.9252
O -4.9452 0.2405 5.2689 -0.5385
H 1.5328 0.4826 -1.6882 -0.3755
H -0.1506 -4.5639 -0.6089 0.7056
Cl -0.2381 5.6293 0.5250 -0.2808
Al -2.5033 3.5751 1.3544 0.9603
O -5.1611 -1.4483 3.9819 -0.5040
H -2.4071 8.4901 0.1245 0.4712
C -2.9569 -7.5991 -0.4575 0.2105
Na 5.5412 -1.1724 0.9779 0.8617
F -2.3934 1.3509 1.9966 -0.3075
C -3.1939 -8.5084 -1.4794 -0.5651
H -5.0858 -8.8290 1.8723 0.4864
C -1.2723 -0.3716 0.6787 -0.6126
H 2.9928 -4.0686 -3.4645 0.3776
H 1.9378 4.5915 -0.8443 0.6384
C -1.1991 -3.7818 2.5204 -0.4373
H -1.8022 7.0564 -0.7333 -0.0392
V 2.6067 6.4131 -3.3501 1.8663
Cl 0.6943 -0.8817 -4.3972 -0.0989
O 0.0852 -0.5697 0.5097 -0.0709
Cl -0.9971 0.7382 -2.7220 -0.0700
F -0.6150 0.3452 2.8773 -0.2773
H 5.7280 1.3597 -1.2720 0.3899
O -1.4043 8.3821 -2.7756 -0.5324
C -1.6885 -5.5823 0.4665 0.1817
C -1.9500 -6.5228 -0.6650 0.5218
H 2.6446 2.6921 1.3060 0.3768
B 3.1476 1.5551 -0.6167 -0.1319
Cl -2.1655 -1.0455 -4.6647 -0.0694
C 1.9327 0.4667 -0.6821 -0.8340
H 0.1822 1.4174 0.0404 -0.0144
H -3.1010 10.5755 -1.4262 0.3304
C -3.4383 -6.7330 1.8577 0.5116
H 6.9962 1.0007 2.8216 0.4202
C -0.4616 -3.7137 1.3401 -0.6899
H -4.2273 9.5353 -2.3209 0.3268
O -4.2863 7.0976 1.3645 -0.5680
N -4.5505 -0.8599 4.8738 1.1154
H 1.1920 4.2392 1.7306 0.4506
H -3.5409 7.4452 -0.7722 0.4448
C -3.1916 9.8690 -2.2514 -1.1438
C -1.6598 0.1370 2.0694 0.8442
H -1.7621 -1.3313 0.5660 0.4924
H -4.2863 -10.2422 -2.0884 0.4090
H 3.4329 -2.3980 -3.8298 0.2432
F -2.4926 -0.6969 2.6825 -0.1784
C 0.6291 4.1073 0.8163 0.4720
H -1.0136 -3.0765 3.3198 0.5334
H -1.7091 0.2896 -0.0685 0.1832
H 7.5538 1.3493 0.4288 0.4725
C 1.5686 3.7219 -0.3137 -0.4165
H 1.2585 0.8826 1.3290 0.3562
C 6.2213 1.2831 2.1200 -1.0593
H 0.3020 -2.9568 1.2212 0.5551
C -4.7827 -9.6538 -0.0855 -0.4946
O -3.5308 -1.3560 5.3587 -0.5045
C -0.7111 -4.6100 0.3152 -0.5951
H 2.3588 -0.5287 -0.5553 0.0624
C -3.6515 -7.7111 0.7509 0.1394
C 6.5760 0.9560 0.6689 -0.8303
C -4.5601 -8.7436 0.9324 -0.5452
O 2.7060 5.0250 -2.4571 -0.8877
O 4.2796 0.9994 0.1222 0.5106
H -5.4878 -10.4603 0.0596 0.4058
C -0.8435 -0.8377 -3.5338 0.1488
C -2.2888 8.6876 -2.0166 0.5494
H 5.2819 0.8325 2.4286 0.2606
F 5.2446 4.0977 -0.8615 -0.6922
N 5.1552 -3.2343 -1.3356 -0.4827
C 4.2846 -3.1713 -2.0791 0.3668
C 2.7489 2.9798 0.2628 -0.9704
H -3.4696 6.5810 1.2589 0.1802
H 6.0756 2.3536 2.1862 0.3658
C 3.1898 -3.0914 -3.0278 -0.3823
C 0.8609 0.6217 0.3524 0.3310
Cl -0.8958 -2.1129 -2.3185 0.0141
O -4.0668 -6.8004 2.8876 -0.6349
O 1.9554 7.8933 -3.5266 -0.6589
H 3.6249 3.6137 0.1782 0.5526
C -4.1047 -9.5327 -1.2932 -0.4909
H 1.0394 3.0731 -1.0075 0.2134
C -2.4108 -5.6637 1.6566 0.3714
H -0.0685 3.2962 1.0236 -0.8436
H 6.6326 -0.1044 0.4774 0.2037
C -2.5287 7.8666 -0.7625 -0.5497
H 3.5835 1.9128 -1.7010 -0.2307
C 5.5102 1.5447 -0.2252 -0.2027
H -2.6599 -8.4096 -2.4132 0.4709
H -2.9096 10.3613 -3.1775 0.3260
O -1.3518 -6.4053 -1.7140 -0.6845

# 2
75
Properties=species:S:1:pos:R:3:mulliken_charge:R:1 method="wB97M-V/def2-TZVPD" e_homo_ha=-0.1339 e_above_lowest_kcal_mol=0.0 lumo_energy_ev=2.8 charge=-1
As -1.1276 -3.3624 0.8107 -0.5426
C 3.8281 -0.4567 0.3541 -0.6097
C 3.9343 1.2351 -1.3224 -0.4570
H 0.1193 -5.9948 -1.3148 0.2359
C 2.4557 -0.3298 0.3980 0.0403
C -0.9770 3.2317 1.6644 0.3116
H 2.6035 -2.8322 1.4037 0.0622
C -3.5087 2.6744 -2.2452 -0.6710
C 1.7700 0.6020 -0.4093 -0.9205
H -0.8923 -4.5347 -2.8515 0.3242
H -3.2048 3.0886 4.8481 0.3646
H -0.3275 1.2725 2.2595 0.2642
H 0.9772 -3.1897 -2.4448 0.3738
C 2.2353 -3.8522 1.2905 -0.9008
Si -2.4908 -3.9932 -0.9784 0.4159
C -1.5808 1.7180 -1.1544 0.0219
C -2.1411 2.6524 -2.0318 -0.4662
H 4.2157 2.8195 2.8671 0.3886
H -3.9333 3.3979 -2.9317 0.3657
C 2.5572 1.3671 -1.2958 -0.4810
C -4.3231 1.7552 -1.5976 -0.6848
C 4.4049 4.3982 1.4242 -0.4099
H -5.3962 1.7697 -1.7511 0.3844
H 1.8682 -0.9344 1.0857 0.3402
H -4.3990 0.0858 -0.2819 0.4805
H 3.0905 -4.4897 1.0506 0.3242
C -1.7533 2.0628 3.6438 -0.9596
H -3.2568 5.0816 3.3862 0.3800
H -2.5391 -4.2384 -3.4201 0.4172
H -4.7591 -3.3590 -1.7322 0.3943
C 3.7360 3.3610 2.0617 -0.6303
H -1.8558 5.1669 1.3668 0.3207
H 5.6749 0.2492 -0.5135 0.3812
C -4.0469 -2.9511 -1.0100 -0.9872
C -3.0255 -5.7779 -0.6960 -1.0926
C 2.5073 4.7203 -0.0108 -0.4051
C 0.8909 -5.7929 -0.5713 -1.1146
C 2.4571 3.0119 1.6629 -0.1447
C 4.5966 0.3338 -0.4975 -0.8229
H 4.3110 -1.1800 1.0027 0.3554
C -2.5796 3.1311 3.9647 -0.3975
C -0.9631 2.1150 2.5060 0.2148
H -3.5230 -5.8837 0.2688 0.3036
C -2.3694 0.7403 -0.5255 -0.5358
H -0.3764 4.4757 -0.6859 -0.4716
Si 0.0609 3.2980 0.1012 0.5411
C -2.6084 4.2481 3.1448 -0.6046
H -1.7305 1.1849 4.2773 0.4098
H -1.4947 3.3538 -2.5453 0.4797
H 5.4057 4.6713 1.7352 0.3654
H 4.5034 1.8539 -2.0081 0.3681
C 3.7881 5.0802 0.3882 -0.6805
H 4.3049 5.8899 -0.1134 0.3904
H 0.6732 -6.4085 0.3038 0.2694
C -1.7714 -3.9059 -2.7152 -1.1558
C 1.5542 -2.9742 -1.5462 -0.7854
H -4.5295 -2.9219 -0.0311 0.2822
H -2.1771 -6.4634 -0.7066 0.2789
N -0.1803 1.8504 -0.8796 0.5781
H 1.8255 -4.1765 2.2480 0.3196
H -1.4958 -2.8818 -2.9734 0.2896
Si 0.9487 -3.9722 -0.0788 0.5342
H 2.6043 -3.2026 -1.7487 0.3444
H 1.4842 -1.9019 -1.3505 -0.0289
N 0.4142 0.6776 -0.2992 1.2493
H 1.8509 -6.1116 -0.9852 0.3691
H -3.7233 -6.0842 -1.4805 0.3284
C -1.8136 4.2930 2.0068 -0.4190
H -3.8207 -1.9246 -1.2954 0.1306
Cd -1.0965 -0.8221 0.2969 -0.1948
C -3.7430 0.8005 -0.7701 0.0909
H 1.9562 2.1904 2.1596 0.1248
H 2.0370 5.2563 -0.8275 0.3346
C 1.8236 3.6766 0.6106 0.5226
H 2.0661 2.0610 -1.9643 0.5080

# 3
91
Properties=species:S:1:pos:R:3:mulliken_charge:R:1 method="wB97M-V/def2-TZVPD" e_homo_ha=-0.2724 lumo_energy_ev=-2.3 charge=0
C -0.2604 -3.2307 -5.4717 -0.8936
H -2.8662 -1.3629 1.9093 0.2565
O 1.5780 -2.3610 -4.0409 -0.1810
C -1.9673 3.7996 -2.3820 -0.7170
H -0.5410 -2.3224 -6.0137 0.2126
C -3.5193 2.1808 5.5237 -1.3740
C 0.1288 1.1453 5.3371 3.3446
H 1.6458 -4.1747 -5.1103 0.3386
Br 1.3202 1.8925 0.0515 0.0309
C -3.2247 0.7555 3.6330 -0.3816
Br 4.8368 1.3025 0.1940 -0.1681
H -6.1179 2.0407 4.8871 0.3693
P 3.9650 -0.7844 0.0808 -0.0071
B 2.0749 0.2488 2.3047 1.8387
C -1.0741 2.8025 -2.6784 0.0391
H 2.9464 1.2988 4.7081 0.1540
O -0.9109 -0.3431 -4.2811 -0.4585
C -0.6291 0.4047 -3.3753 0.0518
F 3.1882 0.4878 -6.8224 -0.2328
C 3.6105 0.1910 -8.0719 0.5923
O 3.4299 -2.3828 -7.7053 -0.6564
H -3.2761 0.3922 -3.4749 0.4289
C -3.3333 3.6095 -2.4593 -0.5021
O 4.8268 -1.5978 -9.5356 -0.6618
H 3.6294 2.6773 3.8299 0.1624
S 4.4506 -1.4514 -8.1508 1.0928
C -3.7957 2.3693 -2.8616 -0.5751
H -2.9220 -2.0821 0.2450 0.2903
O 2.3411 1.5219 2.7079 -0.6921
C -0.9053 0.3324 1.8203 -2.7280
H -1.4569 -1.0961 -0.7318 0.1868
H -5.5981 2.2053 3.1395 0.3119
H -1.9050 0.4190 1.3622 1.0366
C -2.1706 2.0323 5.7804 -0.6466
H 4.2400 1.0773 3.4532 0.2789
H -0.8594 -3.2209 -4.5495 0.1995
H -4.1831 2.7725 6.1467 0.3654
H 2.9937 -1.4255 2.7766 0.3026
H 4.2891 -0.6112 -2.0572 0.3389
C -2.9053 1.3663 -3.1619 -0.4104
N 2.2280 -0.7086 -0.1254 1.6081
H 2.8288 -2.8323 -1.4381 0.3959
H -0.0067 2.9860 -2.5814 0.5667
H 0.2003 -3.0901 -2.6513 0.3446
F 4.4177 1.1934 -8.4519 -0.2444
C 1.2578 -3.1462 -5.1956 -0.1417
F 2.5261 0.2464 -8.8650 -0.2358
H 1.7473 -2.6733 -6.0611 0.1252
C -1.5434 1.5594 -3.0752 0.5761
O -1.0922 -0.2368 3.1193 -0.0859
O 2.4187 -0.7580 3.1719 -0.5494
C -0.1102 -2.0566 1.3048 -0.3476
H -1.0347 0.5792 -0.6471 0.6159
C -0.0644 -0.5685 0.8753 2.9692
C -1.3510 1.2563 4.9963 -0.0866
C -2.6375 -2.2300 1.2925 -1.2192
H 1.7452 2.2336 6.3099 0.5283
C 1.2736 -3.0219 -2.8696 -0.7268
C -4.0389 1.5327 4.4245 0.6428
N 0.3715 -0.7392 -1.6213 1.6307
C -5.5224 1.6322 4.0712 -1.5073
H -3.7128 0.2864 2.7779 0.3837
H -0.3129 -0.7853 6.3748 0.2907
O 4.5309 -1.2656 -1.3743 -0.4489
H 1.2386 0.0159 6.8033 0.4352
O 0.5456 0.2333 -2.6115 -0.3886
C -0.6026 -0.4262 -0.5782 -2.2983
H -3.3321 -3.0022 1.6472 0.5441
C 1.4069 0.0223 0.8267 -2.3399
N 1.9804 -2.3780 -1.7584 0.4001
C 0.5331 -0.2118 5.9915 -1.2813
H -0.5425 1.3603 1.9433 0.5354
O 5.5720 -1.3244 -7.2451 -0.6787
H 0.6620 1.2000 4.3787 -1.2494
Cl -1.1790 -4.4520 1.9204 -0.1963
C 0.6699 2.3462 6.1460 -1.9306
H -5.8554 0.6163 3.8206 0.3540
Cl 1.3820 -3.0027 1.5261 -0.2006
C -1.2388 -2.7587 1.4782 0.6781
H -0.5321 -4.1250 -6.0380 0.4360
C 3.3379 1.6251 3.7421 -0.4992
H -1.6265 4.7768 -2.0452 0.4051
H 0.1787 2.3939 7.1267 0.4658
H 0.4309 3.2822 5.6262 0.3546
H -4.0505 4.3850 -2.2107 0.4257
H -4.8556 2.1352 -2.9215 0.4076
H 1.6571 -4.0548 -2.9400 0.4334
H -1.7995 2.5550 6.6563 0.2517
C -1.8878 0.5871 3.9077 0.2357
H 1.1234 -0.7851 5.2687 0.1643
C 1.5918 -1.2858 -1.1778 -1.4854

# 4
81
Properties=species:S:1:pos:R:3:mulliken_charge:R:1 method="wB97M-V/def2-TZVPD" e_homo_ha="-0.3898 / -0.3898" lumo_energy_ev="-4.5 / -4.5" charge=+1
C -4.0786 0.4845 -2.3332 -1.0996
H -1.3317 -2.2467 4.9942 0.5830
C -0.0074 3.2068 -1.1671 -0.9807
H -4.2305 2.4025 0.2350 0.4577
C 4.2948 3.2752 1.1286 -0.8613
H 2.6495 -1.2510 0.3589 0.4457
H -0.8381 3.5146 -0.5362 0.2618
H -1.7665 -3.4261 -1.7903 0.5484
C 2.7234 1.7056 1.9945 0.2368
C -1.6844 2.6946 -3.6286 -1.2044
H 0.9064 1.3859 -4.4802 0.4695
H -3.8939 1.2202 -3.1150 0.3263
F 0.1301 2.4214 1.8944 -0.0335
C -1.2407 -0.8150 -4.4437 -1.1019
H -2.5990 -4.2054 1.3887 0.5024
C 1.2863 -2.8635 -2.7957 -0.7563
C -2.2659 -2.5935 -2.2886 -1.6870
H -3.0751 3.1865 -0.8347 0.3371
Si -1.0928 -1.1538 -2.6155 0.0496
H 1.6037 0.6022 -3.0686 0.3483
C -0.4890 -1.5927 3.1342 0.6592
C -1.3163 -2.3750 3.9204 -1.1121
H -2.2605 -0.5096 -4.6889 0.3183
H -1.0526 -1.7494 -4.9801 0.4171
C -2.1058 -3.3265 3.2901 -0.7794
C 3.0469 1.8092 -0.2731 -0.4062
C 0.5505 -0.7147 3.7113 0.5693
H -2.9902 -0.4723 1.3817 0.0513
N 2.3941 1.2745 0.7620 1.0545
C 0.6233 -1.8132 -2.1725 -0.0950
H -2.5588 2.5687 0.7397 0.2504
O 4.4464 -0.2269 6.3331 -0.6828
H 1.0696 -1.9706 5.3770 0.6881
C -2.0194 -3.4607 1.9166 -0.8387
C 2.2948 -1.7315 -0.5427 -0.8341
H 0.8379 2.9589 -0.5222 0.2751
C 3.3888 -0.8612 6.2817 0.4543
H -5.0949 0.6469 -1.9628 0.4483
C 2.1704 0.9210 3.1226 0.8546
H -3.1440 -2.3289 -1.7035 0.3693
H 3.9589 0.9162 4.3166 0.7400
C -3.5490 -0.5242 0.4493 -0.8057
H 2.9959 -4.1641 -2.7631 0.4646
N -0.4332 -1.6758 1.7972 0.6009
H -2.5562 3.1191 -3.1314 0.3316
H 0.8563 -3.3045 -3.6863 0.5150
H -1.0957 -2.6718 0.1381 0.0400
C 2.4762 -3.3477 -2.2793 -0.6056
C -3.1978 2.3706 -0.1230 -1.1050
H -2.7657 -3.9592 3.8679 0.4626
H 5.0202 4.0644 1.2720 0.4459
H -2.0276 2.0023 -4.3986 0.3687
H 0.3086 4.0932 -1.7284 0.5200
H 1.7967 2.3423 -3.3140 0.5113
C 2.9847 -2.7767 -1.1224 -1.1513
C 1.3099 -1.0973 4.7833 -1.1639
H -1.1607 3.5115 -4.1330 0.4264
H -2.6240 -2.9672 -3.2503 0.5241
H -4.0620 -0.5076 -2.7877 0.2903
B -0.1408 1.1990 2.3275 1.3673
Si -2.9309 0.6683 -0.8569 0.1108
H 3.8624 3.0334 3.2269 0.6298
Pd 0.3084 0.3861 -0.1048 0.5234
H 2.7842 1.4251 -1.2506 0.3323
C 2.4937 -0.4222 5.0749 -0.6831
C 2.9508 0.5456 4.1771 -1.1516
C 3.6507 2.7102 2.2172 -1.1341
N 1.1562 -1.2547 -1.0623 1.1025
C 4.0043 2.8005 -0.1389 -0.9990
Si -0.4717 1.9038 -2.4485 0.5107
N 0.9071 0.3969 2.9839 0.0130
H -4.5759 -0.2168 0.6684 0.5677
F -1.4109 0.8622 2.4049 -0.1158
O 2.8714 -1.7620 6.9460 -0.6788
H 4.5014 3.1917 -1.0149 0.5067
H -0.5539 -0.0637 -4.8294 0.2723
C 1.0986 1.5068 -3.4131 -1.4295
C -1.1776 -2.6063 1.2163 -0.2354
H 3.9006 -3.1292 -0.6702 0.4962
C -1.1571 0.3760 -1.5179 0.8001
H -3.5870 -1.5654 0.1355 0.2809

# 5
80
Properties=species:S:1:pos:R:3:mulliken_charge:R:1 method="wB97M-V/def2-TZVPD" e_homo_ha=-0.4969 e_above_lowest_kcal_mol=5.0 lumo_energy_ev=-6.2 charge=+2
C -1.8255 1.3745 3.8743 1.1034
C 1.4550 2.3309 -0.8232 0.3143
H 2.0102 -4.6396 1.7388 0.3661
H -2.7499 0.9682 1.9497 0.2302
H 3.9928 -0.4650 2.9636 0.6514
H -4.2723 -0.6580 -3.4000 0.4797
H -6.7121 -4.1534 -0.8775 0.4728
H -0.3425 3.7007 3.6803 0.5484
H 2.0424 3.5076 2.3756 0.6124
N 3.1009 -2.4885 0.5666 0.5624
H -2.7193 2.6927 2.3866 0.3304
S 1.7314 -0.9723 -1.3137 -0.5120
H -1.2069 -0.3426 5.0743 0.4383
H -2.1260 -0.7820 3.6196 0.4000
H 4.3144 -5.5559 -0.2845 0.4705
C -3.0586 -1.3991 -1.1532 0.5468
C 0.1202 2.8461 3.2263 -0.0499
H -2.9096 2.1231 5.5494 0.4678
H 1.4331 4.4374 -4.9627 0.4612
C -4.9763 -2.8969 -0.9340 -0.5438
H 3.5153 -3.2395 -2.0687 0.4636
H -0.6023 2.0801 -3.0194 0.3201
C 2.6575 -1.2870 0.1487 0.4154
C -7.9284 -3.4096 -3.1214 -0.1621
N 2.9868 -0.3556 1.0706 -0.0149
C -2.0135 -0.0428 4.4046 -1.8845
C -6.1713 -3.3896 -1.4180 -0.6268
H 4.5199 -4.7938 1.2726 0.4662
C 2.7800 -3.8552 -1.5503 -1.9945
N -0.4466 1.5950 3.2570 0.5540
H -0.2152 5.1639 -3.3666 0.4862
C 3.0089 -3.8838 -0.0444 1.0681
N -8.9221 -3.8197 -3.5241 -0.3899
C 3.2665 2.7412 -2.0061 -0.2221
H 0.9775 5.3949 -2.0886 0.3998
H -2.0142 3.3869 4.7460 0.4781
N 1.8917 2.8565 -1.9836 0.3913
H 1.7692 -5.6070 0.2834 0.4624
C -6.0054 -1.9131 -3.3348 -0.6467
C 0.1697 2.4132 -3.7084 -1.5324
H -2.9371 -0.0389 4.9825 0.5259
C 1.3034 2.7530 2.5822 -1.3602
N 2.5153 1.8989 -0.1113 0.4135
C 0.3002 4.6708 -2.5427 -1.4894
C -6.6842 -2.8964 -2.6175 0.5930
C 1.0763 3.4819 -3.1019 1.0828
H 0.7563 1.5546 -4.0401 0.3824
Hf -0.1854 -0.2141 0.0220 0.9792
C -4.8094 -1.4195 -2.8520 -0.5671
H 4.1281 -3.1195 2.3516 0.5606
C -2.8390 1.6806 2.7758 -1.2836
H 2.9027 -4.8789 -1.9025 0.5254
C -1.9974 -0.9678 -0.7220 -0.7116
C 0.3888 0.7517 2.6076 0.4423
H 0.9087 -4.0773 0.4642 0.2892
H 1.7799 -3.5354 -1.8245 0.4351
H 3.8639 3.1040 -2.8192 0.5737
C 4.3394 -4.5911 0.2191 -1.6897
C 3.6221 -0.9999 2.1071 -1.3345
H -6.4184 -1.5447 -4.2631 0.4657
H -0.3265 2.8365 -4.5814 0.4913
N 1.4759 1.4478 2.1994 0.0614
H 5.1759 -4.0205 -0.1850 0.4139
H -4.5670 -3.2717 -0.0061 0.4714
H 3.6559 1.6331 1.7825 -0.0851
B 2.6959 1.1624 1.2501 0.6645
H 4.6298 1.9095 -0.4907 0.6479
C 2.0348 3.9821 -4.1781 -2.1364
C -1.9685 2.3422 5.0485 -1.8201
H -0.4520 4.3802 -1.8131 0.3143
C -4.2912 -1.9101 -1.6495 0.5179
S -0.2321 2.2259 -0.3426 -0.2225
C 3.6887 -2.3102 1.8021 -0.1988
H -1.1631 2.2099 5.7715 0.4493
C 3.6474 2.1513 -0.8562 -1.3412
S 0.1307 -0.9654 2.3267 -0.4866
H -3.8473 1.5896 3.1797 0.4713
H 2.6053 3.1727 -4.6346 0.4808
C 1.8539 -4.5882 0.6608 -1.4186
H 2.7140 4.7483 -3.8038 0.5113

Which of these has the lowest charge? C30H38AsCdN2Si3

The lowest charge belongs to which entry? C30H38AsCdN2Si3

What is the charge in the third record? 0

Among the records above, which one has the highest charge? C30H38BHfN7S3